Entry from OMol25: a molecular structure, C39H43Cl6FeN3O2P2 in a non-equilibrium geometry (the ωB97M-V functional and the def2-TZVPD basis).

Atoms and positions in Å:
H (-1.86300, -0.52582, 3.29572)
H (-5.84251, -2.43844, -1.06386)
H (2.11482, -0.30009, 2.95672)
C (-1.05536, -3.32517, -3.95485)
Cl (1.85737, 2.60965, -3.31514)
H (-0.77228, -4.34953, -4.20194)
C (0.95258, 3.26590, 4.41444)
H (-2.70681, 1.06760, -1.79434)
C (4.01700, -0.15407, 3.92615)
H (-3.00196, -3.66253, -3.11884)
Cl (3.95051, -2.12499, -4.87663)
C (4.07832, -3.73285, 1.03383)
C (2.81361, -4.27112, 1.19751)
C (2.24561, 5.94595, 0.15821)
C (2.19089, 3.64615, 0.87279)
C (-4.05040, -0.80710, 0.02000)
H (-3.24774, 1.61635, -3.37887)
Cl (2.36912, -3.55495, -2.59789)
Cl (0.28807, 1.07463, -1.03965)
C (2.94982, 0.34855, 3.19764)
H (5.94501, 0.26564, 4.76510)
H (0.69554, -3.82833, 1.14052)
H (0.05389, 0.01172, 1.97935)
C (1.32198, 0.21760, -2.14949)
H (4.07282, 3.50254, 2.68657)
H (-0.56947, -3.91902, -1.26504)
H (-0.66828, 0.15926, -3.61562)
Cl (3.63516, 0.94834, -5.29477)
C (2.01641, 0.90408, -3.13569)
C (-0.77496, 3.45310, 2.75760)
C (0.10420, 3.84646, 5.34813)
H (-1.23338, 0.74867, 1.29078)
C (2.81768, 0.16331, -4.00107)
C (4.04890, 2.47883, 3.03810)
H (-2.61935, 4.33129, 3.40170)
H (-1.80406, 0.76856, -4.82049)
H (1.87234, 6.95850, 0.24256)
H (-5.27939, -1.53018, -2.46690)
C (-1.72065, -2.26237, 2.20981)
C (1.70706, 4.94774, 0.95851)
H (-4.89242, -3.24928, -2.30315)
H (0.90830, 5.18767, 1.64777)
C (5.11717, 1.97300, 3.76341)
C (-2.72587, -0.48451, -3.31959)
H (3.55024, 2.33316, -0.15119)
C (-2.02120, -3.33214, -2.76936)
H (-2.21512, -4.40767, -0.87297)
H (3.07722, -0.59751, 0.26235)
H (-1.31721, -5.27781, -2.11934)
C (-3.75764, -1.95111, -0.96039)
C (2.95273, 1.66890, 2.75032)
C (3.25372, 5.65045, -0.74639)
H (-1.24918, -0.89620, -4.89260)
H (-0.14478, -2.77620, -3.71449)
P (-2.20049, -1.65724, -1.95616)
H (0.45652, 4.00455, 6.35923)
H (4.96981, -4.32674, 1.18034)
O (-1.24998, -2.62368, 1.08255)
H (3.99788, -1.18033, 4.27074)
C (0.52332, 3.07045, 3.10571)
H (-1.83880, 4.66721, 5.72829)
H (4.51158, 4.11227, -1.55803)
H (5.96284, 2.61081, 3.98628)
C (4.17713, -2.39494, 0.68276)
H (-4.59076, -1.19616, 0.88338)
Fe (-0.30058, -1.39176, -0.32648)
H (-3.47454, -2.81045, -0.34693)
C (3.72960, 4.35100, -0.84864)
H (-4.65836, -0.02678, -0.43351)
P (1.48811, 2.22094, 1.78888)
H (-3.12516, -0.36426, 0.38648)
H (-3.49292, -0.97144, -3.92781)
C (1.34306, -1.15605, -1.96825)
N (1.81317, -2.16733, 0.69096)
C (1.70633, -3.45675, 1.01522)
H (-4.33060, 0.65447, -2.37637)
O (-2.16486, -2.95121, 3.11337)
Cl (5.71630, -1.65503, 0.44203)
H (3.66348, 6.43252, -1.37190)
H (-1.51317, -2.88451, -4.83837)
C (-1.54030, -0.09969, -4.21390)
H (1.94892, 2.96723, 4.71167)
C (-1.18087, 4.22450, 4.99229)
C (3.19203, 3.35341, -0.05466)
C (-5.00865, -2.31371, -1.75715)
C (-1.50608, -4.29255, -1.69073)
C (-1.61962, 4.03281, 3.68986)
H (-1.11802, 3.30338, 1.73768)
C (-3.29265, 0.78718, -2.67199)
C (2.20353, -1.83944, -2.81039)
C (2.93427, -1.21580, -3.82245)
C (5.10527, 0.65753, 4.20649)
H (2.68334, -5.30996, 1.46502)
C (3.02393, -1.64667, 0.52732)
N (-0.83728, -0.15517, 1.52283)
N (-1.72913, -0.85810, 2.35261)

E_HOMO (alpha / beta)   -8.08 / -8.43 eV
2S+1   5
ΔE to the lowest compared entry with this formula, charge and spin   0.126 eV
Orbital gap (alpha / beta)   8.47 / 8.73 eV
DFT total energy   -177807.145 eV

Atom charges from the Mulliken analysis, given in e for atoms 1 to 8: number 1, H, carries 0.235; number 2, H, carries 0.469; number 3, H, carries 0.333; number 4, C, carries -1.600; number 5, Cl, carries -0.128; number 6, H, carries 0.494; number 7, C, carries -0.399; number 8, H, carries 0.248



Entry from OMol25: a molecular structure, C39H43ClP2ScSi2 in a non-equilibrium geometry (the ωB97M-V functional and the def2-TZVPD basis).

Atoms and positions in Å:
Cl (-0.65904, 0.53002, 1.44251)
C (1.98906, 7.39421, -0.59853)
H (2.13371, -4.89645, 3.98938)
C (0.71211, 6.96402, -0.21553)
H (-3.12598, 2.38934, -2.83911)
C (-2.82386, -3.14674, 1.11707)
H (-3.04846, -2.15686, 0.69256)
C (-1.75357, 1.16788, -1.71645)
C (1.60226, 6.27855, 1.94432)
H (4.06414, 7.58690, -0.02881)
C (1.40070, -3.98324, -1.74290)
H (-2.19846, -6.79644, -0.16153)
C (3.00636, -4.13881, -0.08215)
H (-3.26089, 4.66417, -2.88169)
Sc (1.04540, -2.83822, 0.22453)
H (2.67691, -0.02250, 1.32521)
H (3.54431, 2.41001, -2.93936)
P (0.44774, -3.68800, 2.70899)
C (0.52317, 6.36687, 1.04338)
H (-1.36776, -8.83200, 0.99431)
C (2.12956, -4.01563, 3.33544)
H (-2.92884, 1.00324, -4.91687)
C (1.82994, 0.67579, -0.54319)
H (3.70853, 6.63512, 2.25000)
C (-0.56198, -3.56249, 4.22736)
H (-0.15997, -4.28765, 4.94863)
C (3.36083, 1.88290, -1.99784)
H (-3.32938, 7.55725, 1.18711)
C (1.90100, -4.81063, -0.68715)
C (4.38694, 1.71697, -1.05774)
H (0.35370, -8.64198, 2.79381)
C (-2.35802, 5.91478, 0.16205)
C (2.20590, -2.79692, -1.78365)
H (2.12696, 7.83522, -1.58691)
C (-1.05837, -5.43829, 1.06589)
C (4.13669, 1.04672, 0.14544)
H (-4.97333, 7.95542, -0.65975)
H (1.43264, 5.85810, 2.93932)
H (-3.26840, -4.79216, -1.13986)
H (4.93353, 0.91392, 0.87804)
C (-0.86057, -0.77808, -2.86552)
Si (-1.10718, 5.61795, 1.48913)
C (-0.89274, 0.06119, -1.72801)
H (1.29992, 1.43510, -2.50655)
C (-1.48896, -6.70414, 0.66004)
H (-0.49694, -2.54658, 4.64520)
C (-4.22414, 6.33504, -1.88551)
H (-0.25442, -1.68842, -2.87054)
C (-2.25494, -4.43973, -1.37196)
H (-1.60645, -3.81384, 4.00606)
H (2.82371, -4.18692, 2.49969)
H (-1.61750, 6.27364, 2.73000)
C (-3.28178, 5.30341, -1.99773)
C (-4.23962, 7.15056, -0.74659)
P (-1.44717, -3.86593, 0.15271)
H (-2.33074, -3.59968, -2.07588)
H (1.08456, -6.42574, 3.55788)
H (2.10865, -1.98034, -2.49287)
C (-0.10543, -5.35910, 2.11862)
H (5.38595, 2.09963, -1.27293)
H (0.58950, -4.22959, -2.41987)
H (3.65624, -4.54850, 0.68665)
Si (0.21811, -0.24608, -0.26130)
C (-3.31746, 6.93666, 0.28557)
C (3.19020, -2.89446, -0.75391)
C (-2.35299, 5.08782, -0.97314)
H (3.96429, -2.15904, -0.54372)
C (-1.59262, -0.43399, -4.01173)
C (2.86274, 0.52959, 0.40305)
H (-3.70336, -3.79326, 1.01461)
H (1.53892, -5.80229, -0.42308)
H (-4.94654, 6.50058, -2.68683)
H (-1.84287, 1.77995, -0.81872)
H (-1.68893, -5.24700, -1.84760)
H (-2.57548, -3.03199, 2.17940)
H (-1.61927, 4.27928, -1.05295)
C (3.07137, 7.26010, 0.28051)
H (-0.13457, 7.08326, -0.90133)
H (-0.92895, 4.16680, 1.67889)
C (-1.00272, -7.85581, 1.29749)
H (-1.52840, -1.06670, -4.90050)
C (2.87177, 6.71666, 1.55563)
C (0.37413, -6.50430, 2.73702)
C (2.08467, 1.35131, -1.74875)
H (2.47322, -3.13837, 3.90434)
C (-2.38641, 0.72131, -4.01452)
C (-0.05799, -7.75917, 2.31296)
C (-2.48661, 1.50684, -2.85976)

E_HOMO   -10.02 eV
Total charge   +1
ΔE to the lowest compared entry with this formula, charge and spin   0.000 eV
Orbital gap   6.78 eV
DFT total energy   -108693.631 eV

Atom charges from the Mulliken analysis, given in e for atoms 1 to 8: number 1, Cl, carries -0.442; number 2, C, carries -0.630; number 3, H, carries 0.491; number 4, C, carries -0.090; number 5, H, carries 0.383; number 6, C, carries -1.164; number 7, H, carries 0.399; number 8, C, carries -0.859